Record 1
C4H12N2 | ωB97M-V with the def2-TZVPD basis set

Positions of all 18 atoms, in Å:
C (1.218758, 0.248349, -1.375726)
C (0.893985, 0.723074, 0.022186)
C (-0.495344, 0.239622, 0.485613)
C (-1.578621, -1.229890, 2.085090)
N (-0.373759, -0.990704, 1.262162)
N (0.506706, 0.958152, -2.441170)
H (1.175054, -0.842687, -1.385466)
H (2.281901, 0.490211, -1.531648)
H (1.592275, 0.306930, 0.745097)
H (1.037341, 1.798187, 0.160823)
H (-1.153965, 0.180918, -0.391644)
H (-0.895804, 0.990146, 1.165030)
H (-1.517345, -0.617419, 2.980857)
H (-2.471074, -0.924137, 1.545989)
H (-1.687760, -2.295048, 2.286684)
H (-0.324607, -1.776744, 0.623494)
H (1.140790, 1.534092, -2.981181)
H (-0.138575, 1.641561, -2.056288)

Cartesian forces (eV/Å) of the 2 atoms listed first:
C 1.7410 1.1233 0.1753
C -0.3842 -0.3055 0.6124

Results
SMILES string = CNCCCN
Gap between HOMO and LUMO = 10.14 eV



Record 2
C4H12N2 | ωB97M-V with the def2-TZVPD basis set

Positions of all 18 atoms, in Å:
C (1.825678, 0.930770, -0.684826)
C (1.762956, 0.667542, 0.745650)
C (1.042328, 1.421239, 1.671812)
H (2.170634, 0.139285, -1.367519)
H (0.730111, 1.041532, -0.945563)
H (2.242626, 1.854521, -1.088751)
H (2.372607, -0.184253, 1.086988)
H (1.444559, 1.822578, 2.592920)
H (-0.054712, 1.333464, 1.706257)
N (-1.637099, -1.696216, 0.538574)
C (-1.787053, -0.613292, -0.436840)
N (-0.891797, -0.494394, -1.573088)
H (-1.448572, -1.240330, 1.409068)
H (-0.953444, -2.383852, 0.251667)
H (-2.803161, -0.713536, -0.883171)
H (-1.724773, 0.389886, 0.060266)
H (-0.419630, -1.378497, -1.563538)
H (-1.083508, 0.384166, -2.077290)

Cartesian forces (eV/Å) of the 2 atoms listed first:
C -1.8938 -0.8132 -1.0550
C 1.2540 0.4811 -0.6196

Results
2S+1 = 2
<S²> = 0.7587
Net charge = +1
Gap between HOMO and LUMO (spin up / spin down) = 5.69 / 4.46 eV



Record 3
C4H12N2 | ωB97M-V with the def2-TZVPD basis set

Positions of all 18 atoms, in Å:
C (-0.092273, 0.511841, -0.987156)
C (0.125301, -0.405568, -2.218199)
C (0.891873, -1.021736, -1.240766)
C (0.452889, -0.556649, 0.057937)
N (-0.371279, -1.509649, 0.880145)
N (-0.308072, 1.918071, 1.956408)
H (-1.088421, 0.573686, -0.563690)
H (0.589632, 1.352938, -1.023853)
H (-0.765385, -0.718513, -2.780489)
H (0.821000, -0.270986, -3.060779)
H (1.876992, -1.496276, -1.347801)
H (0.986667, 0.178496, 0.659815)
H (-0.407910, -2.425941, 0.423832)
H (0.106328, -1.692944, 1.772696)
H (-1.281327, -1.069235, 1.066075)
H (-0.421738, 1.754647, 2.947850)
H (0.168300, 2.788123, 1.750595)
H (-1.282573, 2.089699, 1.707386)

Cartesian forces (eV/Å) of the 2 atoms listed first:
C -0.4276 0.3943 1.1988
C -0.8514 -1.3490 -1.8909

Results
Net charge = +2
Gap between HOMO and LUMO = 6.51 eV



Record 4
C4H12N2 | ωB97M-V with the def2-TZVPD basis set

Positions of all 18 atoms, in Å:
C (-0.370185, -1.028820, 0.896184)
C (-0.440186, -0.132728, -0.283185)
C (0.658391, 0.912091, -0.189459)
C (1.946418, 0.942034, 0.377293)
N (0.295905, 2.096315, -0.979907)
N (-1.289497, -2.250410, 0.406046)
H (-0.789374, -0.693418, 1.890510)
H (0.584572, -1.409947, 1.042893)
H (-1.377742, 0.387882, -0.160557)
H (-0.364424, -0.574760, -1.285176)
H (2.456018, 1.884390, 0.363323)
H (2.563263, 0.140770, 0.752822)
H (0.135770, 1.951485, -2.007162)
H (-0.546468, 2.553008, -0.453034)
H (1.143047, 2.704067, -0.984628)
H (-1.641221, -3.001002, 0.967597)
H (-0.886797, -2.692760, -0.446888)
H (-2.077483, -1.788205, 0.093335)

Cartesian forces (eV/Å) of the 2 atoms listed first:
C -2.2120 -2.2985 0.6465
C 1.0945 1.8014 0.4222

Results
Net charge = +2
SMILES string = C=C([NH3+])CC[NH3+]
Gap between HOMO and LUMO = 11.31 eV



Record 5
C4H12N2O | ωB97M-V with the def2-TZVPD basis set

Positions of all 19 atoms, in Å:
N (-2.110399, 1.333797, -1.657287)
C (-0.752564, 1.580648, -1.156866)
C (0.169660, 0.284765, -1.311480)
N (-0.247945, -0.779982, -0.379637)
C (0.069812, -0.624226, 1.101881)
C (1.325911, -1.359370, 1.397674)
O (1.503807, -1.435740, 2.945032)
H (-2.533883, 1.751469, -0.897142)
H (-2.413249, 0.422190, -1.997147)
H (-0.328158, 2.362578, -1.843451)
H (-0.756090, 2.017772, -0.130023)
H (1.168591, 0.692336, -1.223081)
H (-0.020701, -0.002188, -2.326074)
H (0.143402, -1.691158, -0.668227)
H (-0.761755, -1.083362, 1.646641)
H (0.194148, 0.421692, 1.324293)
H (2.262195, -0.916991, 0.911780)
H (1.247446, -2.419106, 1.123465)
H (1.839769, -0.555126, 3.139654)

Cartesian forces (eV/Å) of the 2 atoms listed first:
N 1.4419 0.5187 -0.6632
C 1.4666 -1.1299 -1.8546

Results
SMILES string = NCCNCCO
Gap between HOMO and LUMO = 9.76 eV



Record 6
C4H12N2O | ωB97M-V with the def2-TZVPD basis set

Positions of all 19 atoms, in Å:
N (-2.056925, -0.335879, 1.978453)
C (-1.407683, -1.703953, 2.068179)
N (-0.205057, -1.939074, 1.346462)
H (-1.453021, 0.387358, 2.374976)
H (-2.222685, -0.120878, 1.007330)
H (-1.131350, -1.889941, 3.112790)
H (-2.143368, -2.432876, 1.693624)
H (-0.396663, -1.953187, 0.378686)
H (0.438005, -1.199777, 1.546724)
C (1.672983, 1.346147, -1.225168)
O (1.167089, 2.533924, -0.685564)
C (0.556867, 0.357170, -1.339521)
C (0.261890, -0.289480, -2.470093)
H (2.484090, 0.905043, -0.585045)
H (2.181220, 1.483440, -2.242195)
H (1.728995, 3.256873, -0.961917)
H (0.122980, 0.107189, -0.369386)
H (-0.533299, -1.064716, -2.561175)
H (0.917919, -0.084549, -3.384697)

Cartesian forces (eV/Å) of the 2 atoms listed first:
N 0.7386 -1.2446 0.4576
C -1.0140 0.8940 0.5244

Results
SMILES string = C=CCO.NCN
Gap between HOMO and LUMO = 9.82 eV



Record 7
C4H12N2O | ωB97M-V with the def2-TZVPD basis set

Positions of all 19 atoms, in Å:
C (-1.515003, 0.610952, 0.191125)
C (-2.313216, -0.645297, 0.240928)
C (-0.748588, 1.076139, 1.219925)
C (0.900926, -1.190977, -0.982724)
H (-1.625526, 1.205957, -0.707674)
H (-2.244589, -1.205329, -0.694204)
H (-3.364520, -0.403088, 0.406629)
H (-1.988279, -1.296832, 1.051932)
H (-0.840423, 0.603760, 2.188744)
H (0.929865, 0.793789, 0.831687)
H (-0.529103, 2.136267, 1.255140)
H (1.811260, -1.786794, -0.943560)
H (0.297615, -1.417882, -1.858291)
H (0.353041, -1.413195, -0.063615)
O (3.036392, 0.300234, 0.550729)
N (1.847799, 0.896564, 0.049443)
N (1.491171, 0.295626, -1.115677)
H (3.725004, 0.555988, -0.086205)
H (0.776174, 0.884118, -1.534333)

Cartesian forces (eV/Å) of the 2 atoms listed first:
C 0.8215 0.5237 1.2925
C 0.2424 -0.2777 -0.0994

Results
SMILES string = C=CC.CNNO
Gap between HOMO and LUMO = 8.95 eV



Record 8
C4H12N2O | ωB97M-V with the def2-TZVPD basis set

Positions of all 19 atoms, in Å:
C (0.686881, 0.021592, 0.981428)
C (-0.224588, 1.269004, 0.816086)
C (-1.526684, 0.938614, 0.084176)
N (-2.377607, -0.078432, 0.794144)
N (0.690606, -0.804293, -0.177054)
C (1.804886, -0.938974, -1.077629)
O (1.400886, -1.273276, -2.364505)
H (0.377083, -0.509643, 1.877493)
H (1.673386, 0.391746, 1.261323)
H (0.341605, 1.986740, 0.214745)
H (-0.526575, 1.800429, 1.721155)
H (-1.327709, 0.687403, -0.950400)
H (-2.148462, 1.834671, 0.151539)
H (-2.682049, -0.669432, 0.024581)
H (-1.806998, -0.697201, 1.324118)
H (0.017209, -1.542722, -0.290089)
H (2.499653, -1.713919, -0.728238)
H (2.421932, -0.036979, -1.013459)
H (0.706536, -0.665334, -2.649406)

Cartesian forces (eV/Å) of the 2 atoms listed first:
C -0.5987 1.0047 0.9548
C -0.2167 -0.2422 -0.7341

Results
SMILES string = NCCCNCO
Gap between HOMO and LUMO = 9.51 eV



Record 9
C4H12N2O | ωB97M-V with the def2-TZVPD basis set

Positions of all 19 atoms, in Å:
N (-1.680311, 0.791710, -0.587939)
C (-0.590033, 0.117084, 0.111599)
C (0.552122, 1.142583, 0.392018)
C (1.552797, 0.748114, 1.474775)
O (1.317557, 1.096402, -0.850757)
C (-0.277322, -1.260963, -0.562037)
N (-0.958484, -2.454845, 0.161833)
H (-2.506172, 0.356768, -0.758738)
H (-1.366866, 0.825461, -1.570222)
H (-0.975013, -0.035849, 1.150557)
H (0.110736, 2.163785, 0.600032)
H (1.891447, -0.270347, 1.501641)
H (2.516802, 1.303858, 1.237298)
H (1.013596, 0.929342, 2.438252)
H (1.068001, 1.893748, -1.314880)
H (0.837067, -1.464728, -0.552990)
H (-0.517865, -1.354928, -1.706541)
H (-0.336407, -2.876915, 0.805602)
H (-1.229597, -3.080381, -0.539337)

Cartesian forces (eV/Å) of the 2 atoms listed first:
N 3.4311 2.5548 -1.5280
C -1.6625 -0.3061 1.8314

Results
SMILES string = C[C@@H](O)[C@@H](N)CN
Gap between HOMO and LUMO = 9.91 eV



Record 10
C4H12N2O | ωB97M-V with the def2-TZVPD basis set

Positions of all 19 atoms, in Å:
C (1.069266, -0.155582, -1.522646)
C (1.462365, -0.503631, -0.085354)
O (1.530973, -1.129954, -2.421823)
N (0.873602, -1.781450, 0.252353)
H (1.353455, -1.983487, -2.002675)
H (1.335172, -2.176418, 1.064846)
H (-0.029232, -0.065218, -1.581540)
H (1.512342, 0.796053, -1.825906)
H (2.549744, -0.571356, -0.014004)
C (-1.204648, 0.694809, 1.360236)
C (-1.665962, 1.878899, 0.572112)
N (-1.579807, -0.508184, 1.241078)
H (-0.125572, -1.613182, 0.540692)
H (-2.242812, -0.664512, 0.479940)
H (-0.589212, 0.917936, 2.228897)
H (1.072551, 0.310239, 0.582477)
H (-2.368377, 1.588441, -0.212718)
H (-0.807309, 2.366747, 0.113010)
H (-2.146539, 2.599850, 1.231025)

Cartesian forces (eV/Å) of the 2 atoms listed first:
C 0.0779 0.0852 0.3293
C -0.5403 0.7825 -0.0170

Results
SMILES string = [H]/N=C\C.NCCO
Gap between HOMO and LUMO = 10.17 eV



Record 11
C4H12N2O | ωB97M-V with the def2-TZVPD basis set

Positions of all 19 atoms, in Å:
C (0.579027, 2.137536, -0.668157)
C (1.514214, -1.634855, 0.493899)
C (0.586225, -0.673600, 1.162687)
O (0.423972, 0.813096, -1.118820)
N (0.827535, 0.275671, 1.938143)
H (1.814253, 0.484088, 2.102598)
H (-0.281035, 2.758171, -0.944604)
H (0.709005, 2.177796, 0.419451)
H (1.469343, 2.542614, -1.147516)
H (1.278112, -2.649536, 0.808168)
H (1.383785, -1.570160, -0.583268)
H (2.552828, -1.420066, 0.744351)
C (-2.368183, -0.189844, -0.860902)
N (-2.159709, -1.005171, 0.106810)
H (-2.152658, -1.987851, -0.167392)
H (-0.547035, -0.851544, 0.918605)
H (-2.595320, -0.489833, -1.887647)
H (-0.437498, 0.445182, -0.723352)
H (-2.596862, 0.838307, -0.593053)

Cartesian forces (eV/Å) of the 2 atoms listed first:
C -0.0435 0.3431 0.1920
C 0.2841 0.2286 0.1672

Results
SMILES string = [H]/N=C\C.C=N.CO
Gap between HOMO and LUMO = 9.63 eV



Record 12
C4H12N2O | ωB97M-V with the def2-TZVPD basis set

Positions of all 19 atoms, in Å:
C (-0.124869, -0.792488, 1.466415)
C (-0.492854, 0.393125, -2.018408)
C (1.279235, -1.217216, 1.041006)
N (0.032192, 1.688394, -1.945108)
O (-1.082167, -1.818153, 1.234249)
H (-1.091385, -2.020261, 0.290339)
H (-0.145165, -0.647459, 2.553580)
H (-0.697456, 2.362819, -2.161680)
H (0.217986, 1.876587, -0.795751)
H (0.295948, -0.356096, -2.110387)
H (-1.248175, 0.236792, -2.787536)
H (1.503384, -2.197257, 1.458841)
H (1.350771, -1.283528, -0.046208)
H (2.034185, -0.516944, 1.397960)
C (-0.582667, 0.507534, 0.821974)
N (0.151143, 1.583657, 0.683602)
H (1.142277, 1.407041, 0.848625)
H (-1.651803, 0.682817, 0.952669)
H (-0.890578, 0.110637, -0.884182)

Cartesian forces (eV/Å) of the 2 atoms listed first:
C 0.2315 -0.2659 -0.5823
C -0.0935 -1.1225 2.0000

Results
SMILES string = [H]/N=C\[C@H](C)O.CN
Gap between HOMO and LUMO = 9.35 eV



What did the first record say?
C4H12N2 | ωB97M-V with the def2-TZVPD basis set

Positions of all 18 atoms, in Å:
C (1.218758, 0.248349, -1.375726)
C (0.893985, 0.723074, 0.022186)
C (-0.495344, 0.239622, 0.485613)
C (-1.578621, -1.229890, 2.085090)
N (-0.373759, -0.990704, 1.262162)
N (0.506706, 0.958152, -2.441170)
H (1.175054, -0.842687, -1.385466)
H (2.281901, 0.490211, -1.531648)
H (1.592275, 0.306930, 0.745097)
H (1.037341, 1.798187, 0.160823)
H (-1.153965, 0.180918, -0.391644)
H (-0.895804, 0.990146, 1.165030)
H (-1.517345, -0.617419, 2.980857)
H (-2.471074, -0.924137, 1.545989)
H (-1.687760, -2.295048, 2.286684)
H (-0.324607, -1.776744, 0.623494)
H (1.140790, 1.534092, -2.981181)
H (-0.138575, 1.641561, -2.056288)

Cartesian forces (eV/Å) of the 2 atoms listed first:
C 1.7410 1.1233 0.1753
C -0.3842 -0.3055 0.6124

Results
SMILES string = CNCCCN
Gap between HOMO and LUMO = 10.14 eV